No. 1
102
Properties=species:S:1:pos:R:3:lowdin_charge:R:1 method="wB97M-V/def2-TZVPD" charge=+2 gap_ev="7.839 / 6.153" spin_multiplicity=6 homo_energy_ev="-12.792 / -12.774" relative_energy_kcal_mol=3.66
Ru 0.549 -0.271 -0.432 1.526
O -0.057 -0.753 1.640 -0.685
S 0.260 -0.471 3.107 1.066
C -1.304 -0.752 3.983 -0.293
C -2.510 0.085 3.569 -0.188
C -3.060 -0.265 2.174 -0.220
C -3.457 0.962 1.354 -0.282
S -3.036 0.693 -0.385 1.047
O -1.514 0.602 -0.355 -0.651
C -3.407 2.322 -0.985 -0.397
C -4.727 2.597 -1.320 -0.079
C -5.055 3.877 -1.737 -0.052
C -4.068 4.851 -1.831 -0.049
C -2.751 4.549 -1.517 -0.058
C -2.407 3.274 -1.088 -0.075
C 0.403 1.293 3.281 -0.409
C -0.094 2.153 2.313 -0.097
C 0.047 3.521 2.494 -0.049
C 0.673 4.014 3.631 -0.043
C 1.178 3.140 4.587 -0.044
C 1.055 1.769 4.412 -0.068
H -1.032 -0.586 5.028 0.105
H -1.478 -1.823 3.856 0.097
H -2.244 1.142 3.628 0.106
H -3.276 -0.067 4.331 0.128
H -3.906 -0.948 2.250 0.118
H -2.285 -0.798 1.628 0.057
H -2.902 1.857 1.641 0.094
H -4.522 1.197 1.387 0.111
H -5.489 1.829 -1.261 0.117
H -6.077 4.112 -1.999 0.118
H -4.328 5.847 -2.163 0.117
H -1.984 5.306 -1.615 0.107
H -1.381 3.011 -0.861 0.087
H -0.570 1.758 1.424 0.079
H -0.329 4.202 1.740 0.118
H 0.779 5.081 3.771 0.120
H 1.678 3.526 5.464 0.120
H 1.473 1.086 5.143 0.121
N -0.318 -2.892 -2.405 -0.109
P -0.232 -2.813 -0.712 0.996
C 0.600 -4.354 -0.292 -0.373
C 0.061 -5.575 -0.704 -0.083
C 0.728 -6.751 -0.412 -0.050
C 1.918 -6.718 0.309 -0.047
C 2.440 -5.511 0.744 -0.057
C 1.781 -4.327 0.441 -0.101
C -1.928 -3.096 -0.131 -0.364
C -2.115 -3.674 1.127 -0.100
C -3.394 -3.933 1.588 -0.065
C -4.496 -3.610 0.801 -0.064
C -4.314 -3.025 -0.441 -0.065
C -3.030 -2.769 -0.911 -0.104
C -0.395 -1.796 -3.249 -0.388
C -0.667 -1.982 -4.608 0.003
C -0.767 -0.875 -5.417 -0.028
C -0.609 0.394 -4.860 -0.036
C -0.334 0.489 -3.518 -0.126
N -0.207 -0.587 -2.715 0.004
H -0.425 -3.795 -2.843 0.114
H -0.886 -5.612 -1.232 0.115
H 0.317 -7.698 -0.735 0.118
H 2.430 -7.642 0.541 0.118
H 3.355 -5.489 1.321 0.115
H 2.171 -3.383 0.801 0.089
H -1.259 -3.953 1.731 0.113
H -3.537 -4.406 2.551 0.116
H -5.494 -3.831 1.154 0.116
H -5.169 -2.781 -1.058 0.115
H -2.897 -2.328 -1.892 0.102
H -0.803 -2.982 -4.999 0.123
H -0.977 -0.993 -6.471 0.125
H -0.696 1.291 -5.456 0.117
H -0.192 1.445 -3.032 0.055
Cl 3.909 6.366 0.791 0.719
C 3.131 4.936 0.218 -0.660
C 2.365 4.995 -0.952 -0.091
C 1.719 3.877 -1.423 -0.560
Cl 0.834 3.984 -2.907 0.762
C 1.775 2.637 -0.743 -0.370
O 1.118 1.609 -1.200 -0.241
C 2.596 2.601 0.412 -0.146
C 2.791 1.388 1.150 -0.154
O 2.274 0.297 0.890 -0.120
C 3.263 3.746 0.883 -0.047
H 2.290 5.926 -1.499 0.118
H 3.468 1.430 2.014 0.155
H 3.876 3.680 1.773 0.127
N 2.510 -0.953 -1.776 0.046
C 3.831 -0.606 -1.324 -0.317
C 4.530 -1.437 -0.463 -0.040
C 5.761 -1.031 0.029 -0.062
C 6.286 0.204 -0.326 -0.070
C 5.585 1.025 -1.197 -0.061
C 4.359 0.620 -1.705 -0.041
H 2.292 -0.399 -2.598 0.085
H 2.443 -1.932 -2.042 0.096
H 4.120 -2.396 -0.178 0.099
H 6.313 -1.685 0.692 0.113
H 7.248 0.515 0.058 0.112
H 5.997 1.981 -1.495 0.116
H 3.811 1.260 -2.387 0.121

=====

No. 2
105
Properties=species:S:1:pos:R:3:lowdin_charge:R:1 method="wB97M-V/def2-TZVPD" charge=-2 gap_ev="5.519 / 5.938" spin_multiplicity=2 homo_energy_ev="-1.739 / -2.187"
Pb 1.524 1.178 1.158 0.903
O 4.932 -0.569 -1.310 -0.018
C 4.027 0.099 -0.789 -0.520
N 3.159 -0.266 0.159 -0.040
C 3.217 -1.556 0.731 -0.219
C 3.601 -2.691 0.018 -0.042
C 3.615 -3.948 0.613 -0.125
C 3.263 -4.077 1.946 -0.134
C 2.872 -2.960 2.675 -0.060
C 2.812 -1.692 2.085 -0.230
N 2.317 -0.553 2.723 -0.035
C 2.260 -0.457 4.047 -0.562
O 2.668 -1.236 4.921 -0.025
C 1.629 0.838 4.530 -0.257
C 2.258 1.524 5.564 -0.024
C 1.740 2.731 5.980 -0.078
C 0.589 3.212 5.367 -0.088
C 0.016 2.447 4.369 -0.173
N 0.516 1.282 3.948 0.061
C 3.861 1.529 -1.286 -0.228
C 4.907 2.124 -1.976 -0.008
C 4.776 3.446 -2.364 -0.063
C 3.603 4.124 -2.070 -0.072
C 2.599 3.442 -1.405 -0.190
N 2.727 2.172 -1.024 -0.001
H 3.911 -2.574 -1.009 0.090
H 3.915 -4.813 0.032 0.082
H 3.292 -5.048 2.430 0.084
H 2.612 -3.047 3.719 0.079
H 3.155 1.104 5.997 0.113
H 2.236 3.307 6.752 0.098
H 0.165 4.171 5.630 0.096
H -0.876 2.793 3.860 0.075
H 5.795 1.540 -2.167 0.108
H 5.589 3.951 -2.871 0.097
H 3.469 5.170 -2.308 0.090
H 1.673 3.937 -1.124 0.034
C -0.623 -2.094 -2.666 -0.198
N -1.233 -0.875 -2.105 -0.521
P -0.232 0.597 -2.120 1.037
C -1.391 1.772 -2.914 -0.380
C -1.327 3.095 -2.489 -0.093
C -2.163 4.055 -3.050 -0.075
C -3.072 3.693 -4.032 -0.104
C -3.151 2.367 -4.452 -0.102
C -2.315 1.414 -3.895 -0.131
C 0.925 0.229 -3.498 -0.354
C 0.800 0.673 -4.812 -0.083
C 1.785 0.383 -5.748 -0.098
C 2.915 -0.335 -5.381 -0.094
C 3.063 -0.765 -4.068 -0.064
C 2.072 -0.484 -3.141 -0.117
P -1.735 -1.226 -0.456 1.030
C -3.204 -2.291 -0.819 -0.349
C -3.854 -2.325 -2.051 -0.113
C -4.971 -3.127 -2.239 -0.094
C -5.456 -3.907 -1.197 -0.110
C -4.812 -3.885 0.033 -0.090
C -3.689 -3.088 0.215 -0.095
C -2.638 0.294 0.010 -0.379
C -2.299 0.896 1.219 -0.128
C -2.983 2.029 1.651 -0.099
C -4.001 2.559 0.878 -0.085
C -4.351 1.957 -0.328 -0.085
C -3.679 0.827 -0.753 -0.100
H -0.498 -1.987 -3.744 0.079
H -1.287 -2.940 -2.484 0.060
H 0.351 -2.338 -2.227 0.070
H -0.658 3.370 -1.676 0.029
H -2.109 5.078 -2.699 0.105
H -3.728 4.438 -4.466 0.091
H -3.871 2.079 -5.210 0.091
H -2.382 0.375 -4.200 0.098
H -0.058 1.262 -5.111 0.089
H 1.671 0.733 -6.767 0.092
H 3.689 -0.540 -6.110 0.093
H 3.958 -1.280 -3.743 0.103
H 2.202 -0.803 -2.111 0.084
H -3.472 -1.716 -2.863 0.091
H -5.467 -3.141 -3.203 0.094
H -6.326 -4.535 -1.345 0.091
H -5.177 -4.495 0.850 0.097
H -3.181 -3.086 1.171 0.064
H -1.473 0.506 1.807 0.051
H -2.692 2.518 2.569 0.083
H -4.511 3.459 1.203 0.099
H -5.139 2.378 -0.942 0.097
H -3.952 0.360 -1.691 0.091
S 2.910 6.578 0.711 -0.359
Sb 1.823 4.912 1.871 0.043
S 3.235 2.996 2.103 -0.177
S -0.178 4.241 0.910 -0.272
C -0.443 -3.685 5.051 -0.344
As -0.614 -2.351 3.611 1.113
C -0.727 -3.688 2.174 -0.347
C -2.554 -2.091 3.846 -0.356
H -1.221 -4.449 4.969 0.010
H -0.515 -3.191 6.020 0.012
H 0.538 -4.155 4.981 0.009
H -1.519 -4.416 2.370 0.015
H 0.236 -4.198 2.110 0.007
H -0.905 -3.192 1.219 -0.055
H -3.093 -3.042 3.832 0.010
H -2.943 -1.437 3.064 -0.009
H -2.724 -1.597 4.804 0.011

=====

No. 3
108
Properties=species:S:1:pos:R:3:lowdin_charge:R:1 method="wB97M-V/def2-TZVPD" charge=-1 gap_ev="7.334 / 7.344" spin_multiplicity=2 homo_energy_ev="-5.147 / -5.157" relative_energy_kcal_mol=0.00
Ce 0.564 -1.071 2.457 0.846
N 1.267 -1.732 6.564 0.082
C 0.780 -2.132 5.347 -0.887
S -0.837 -1.611 4.891 0.583
N 1.460 -3.053 4.706 0.006
N 0.984 -3.306 3.416 -0.155
C 1.493 -4.280 2.808 -0.086
C 1.177 -4.694 1.448 -0.120
C 1.574 -6.041 1.110 -0.053
C 1.314 -6.557 -0.104 -0.127
C 0.612 -5.805 -1.084 -0.066
C 0.189 -4.534 -0.700 -0.023
C 0.431 -3.946 0.554 -0.386
O 0.103 -2.702 0.767 -0.267
H 0.746 -1.000 7.041 0.090
H 2.184 -1.981 6.844 0.083
H 2.155 -4.962 3.330 0.123
H 2.167 -6.614 1.799 0.100
H 1.676 -7.499 -0.367 0.070
H 0.373 -6.122 -2.069 0.084
H -0.398 -4.075 -1.467 0.092
O 2.475 3.041 3.584 -0.142
P 1.524 1.918 4.137 0.212
O 0.684 2.335 5.226 -0.248
O 0.813 1.273 2.944 -0.479
O 2.635 0.682 4.595 -0.284
P 3.683 0.155 3.435 0.248
O 4.823 -0.662 4.193 -0.103
O 2.917 -0.802 2.550 -0.396
O 4.321 1.338 2.749 -0.294
H 3.292 2.505 3.317 0.027
H 5.622 -0.150 3.990 0.079
C -3.530 0.385 -0.115 -0.242
P -2.472 0.372 1.449 1.041
C -2.669 2.118 1.939 -0.401
C -3.391 3.091 1.196 -0.093
C -3.587 4.372 1.726 -0.097
C -3.056 4.717 2.989 -0.095
C -2.247 3.810 3.634 -0.061
C -2.161 2.486 3.161 -0.102
C -3.744 -0.400 2.535 -0.380
C -4.642 0.238 3.391 -0.079
C -5.420 -0.493 4.249 -0.104
C -5.391 -1.889 4.230 -0.089
C -4.542 -2.531 3.320 -0.068
C -3.665 -1.774 2.522 -0.130
H -3.844 -0.610 -0.366 0.029
H -2.928 0.784 -0.963 0.029
H -4.434 0.977 0.012 0.033
H -3.804 2.905 0.202 0.086
H -4.265 5.084 1.257 0.093
H -3.310 5.737 3.374 0.111
H -1.850 4.010 4.585 0.090
H -1.478 1.709 3.607 0.102
H -4.626 1.395 3.401 0.135
H -6.059 -0.061 5.017 0.101
H -6.048 -2.479 4.900 0.107
H -4.491 -3.607 3.299 0.098
H -3.018 -2.270 1.878 0.077
C -0.324 -0.135 -2.104 -0.524
P 0.621 0.458 -0.620 1.051
C 0.451 2.287 -0.596 -0.344
C -0.352 3.098 -1.423 -0.126
C -0.558 4.409 -1.163 -0.126
C 0.029 5.021 -0.059 -0.078
C 0.864 4.280 0.762 -0.052
C 1.009 2.942 0.485 -0.118
C 2.310 0.226 -1.182 -0.408
C 3.220 1.195 -1.601 -0.073
C 4.503 0.885 -2.063 -0.083
C 4.870 -0.429 -2.245 -0.100
C 4.056 -1.419 -1.698 -0.078
C 2.801 -1.076 -1.218 -0.139
P 0.536 -0.994 -3.438 1.038
C -0.777 -0.948 -4.708 -0.364
C -0.444 -1.253 -6.039 -0.099
C -1.407 -1.301 -7.049 -0.067
C -2.749 -0.943 -6.731 -0.108
C -3.144 -0.718 -5.434 -0.094
C -2.126 -0.684 -4.473 -0.100
C 1.529 0.327 -4.214 -0.377
C 2.694 -0.068 -4.920 -0.116
C 3.382 0.788 -5.768 -0.110
C 2.950 2.071 -5.882 -0.107
C 1.825 2.519 -5.172 -0.071
C 1.170 1.682 -4.274 -0.073
H -0.982 0.669 -2.477 0.029
H -1.004 -0.866 -1.751 0.014
H -0.785 2.836 -2.443 0.104
H -1.150 4.964 -1.898 0.106
H -0.257 6.081 0.154 0.114
H 1.380 4.640 1.636 0.106
H 1.648 2.382 1.151 0.087
H 2.875 2.216 -1.429 0.106
H 5.178 1.682 -2.341 0.102
H 5.844 -0.676 -2.709 0.110
H 4.325 -2.458 -1.713 0.100
H 2.169 -1.963 -0.885 0.121
H 0.551 -1.509 -6.248 0.077
H -1.153 -1.654 -8.051 0.099
H -3.556 -1.080 -7.453 0.095
H -4.171 -0.542 -5.123 0.104
H -2.420 -0.492 -3.436 0.082
H 2.876 -1.166 -4.885 0.107
H 4.189 0.354 -6.331 0.099
H 3.537 2.837 -6.491 0.122
H 1.532 3.568 -5.186 0.102
H 0.304 1.967 -3.708 0.062

=====

No. 4
104
Properties=species:S:1:pos:R:3:lowdin_charge:R:1 method="wB97M-V/def2-TZVPD" charge=0 gap_ev="5.908 / 4.841" spin_multiplicity=2 homo_energy_ev="-7.467 / -7.449" relative_energy_kcal_mol=0.00
Ir -0.211 0.636 -0.630 1.053
C 5.330 1.205 -0.731 -0.079
C 4.589 0.442 0.163 -0.074
C 3.250 0.719 0.375 -0.045
C 2.638 1.772 -0.299 -0.305
C 3.374 2.522 -1.214 -0.042
C 4.714 2.241 -1.421 -0.072
N 1.266 1.987 -0.092 -0.125
C 0.731 3.218 0.021 -0.272
C 1.445 4.408 0.336 -0.024
C 0.787 5.596 0.472 -0.066
C -0.611 5.713 0.300 -0.089
C -1.340 4.595 0.008 -0.029
C -0.681 3.361 -0.124 -0.239
N -1.337 2.190 -0.423 -0.196
N -2.592 2.133 -0.641 0.126
C -2.996 0.863 -1.010 -0.323
C -4.344 0.632 -1.261 0.015
C -4.735 -0.625 -1.671 -0.041
C -3.776 -1.620 -1.825 -0.043
C -2.455 -1.331 -1.553 -0.122
N -2.067 -0.116 -1.155 -0.054
H 6.374 0.981 -0.902 0.101
H 5.058 -0.374 0.698 0.105
H 2.659 0.120 1.058 0.091
H 2.891 3.312 -1.773 0.114
H 5.276 2.825 -2.137 0.104
H 2.514 4.357 0.489 0.114
H 1.358 6.479 0.731 0.110
H -1.092 6.674 0.410 0.103
H -2.413 4.625 -0.116 0.113
H -5.041 1.446 -1.132 0.124
H -5.777 -0.830 -1.872 0.117
H -4.042 -2.615 -2.151 0.115
H -1.662 -2.056 -1.683 0.102
C 5.276 -5.975 -0.133 -0.050
C 4.275 -4.941 -0.567 -0.269
C 4.164 -3.730 0.108 -0.032
C 3.265 -2.760 -0.305 -0.045
C 2.471 -3.002 -1.412 -0.257
C 2.549 -4.208 -2.094 -0.043
C 3.452 -5.168 -1.668 -0.034
S 1.369 -1.761 -2.012 0.480
O 2.095 -0.828 -2.842 -0.345
O 0.287 -2.457 -2.683 -0.332
O 0.904 -1.148 -0.717 -0.534
H 5.527 -5.863 0.922 0.075
H 6.200 -5.878 -0.706 0.085
H 4.897 -6.984 -0.290 0.077
H 4.777 -3.548 0.983 0.115
H 3.161 -1.832 0.240 0.083
H 1.901 -4.387 -2.941 0.113
H 3.513 -6.113 -2.194 0.114
C -0.071 1.053 5.294 -0.237
Ge 0.249 1.758 3.482 0.699
C 2.152 2.262 3.414 -0.234
C -0.701 3.485 3.393 -0.222
Ge -0.488 0.101 1.813 0.848
C -2.410 -0.205 2.228 -0.332
C -3.114 -1.267 1.653 -0.135
C -4.462 -1.471 1.905 -0.090
C -5.152 -0.605 2.742 -0.092
C -4.474 0.451 3.332 -0.084
C -3.122 0.642 3.077 -0.125
C 0.443 -1.578 2.291 -0.339
C 1.540 -1.550 3.151 -0.140
C 2.242 -2.707 3.473 -0.088
C 1.858 -3.922 2.931 -0.098
C 0.771 -3.971 2.067 -0.080
C 0.082 -2.813 1.748 -0.115
H 0.261 1.807 6.010 0.020
H 0.483 0.134 5.478 0.009
H -1.127 0.851 5.469 0.011
H 2.334 2.965 4.230 0.022
H 2.395 2.757 2.473 -0.005
H 2.832 1.420 3.536 0.008
H -0.258 4.151 4.137 0.026
H -1.764 3.401 3.610 0.009
H -0.591 3.955 2.415 -0.016
H -2.600 -1.966 1.003 0.073
H -4.975 -2.309 1.448 0.103
H -6.205 -0.758 2.940 0.100
H -4.998 1.130 3.994 0.102
H -2.622 1.472 3.556 0.051
H 1.856 -0.616 3.601 0.057
H 3.084 -2.654 4.152 0.102
H 2.405 -4.825 3.168 0.102
H 0.472 -4.915 1.627 0.106
H -0.750 -2.880 1.059 0.085
O -4.893 -0.280 -6.856 0.119
C -4.815 0.708 -5.937 -0.481
O -5.746 1.443 -5.760 0.124
C -3.527 0.821 -5.183 -0.136
C -2.662 -0.254 -4.997 -0.015
C -1.491 -0.103 -4.274 -0.083
C -1.172 1.153 -3.755 -0.578
S 0.308 1.360 -2.825 0.926
C -2.032 2.237 -3.937 -0.089
C -3.215 2.059 -4.634 -0.002
H -4.038 -0.715 -6.959 0.097
H -2.914 -1.245 -5.362 0.123
H -0.847 -0.949 -4.081 0.093
H -1.786 3.202 -3.514 0.109
H -3.910 2.878 -4.765 0.127

=====

The evaluated F_max for the records listed, in turn: 0.0080 0.0066 0.0569 0.0106 Eh/bohr.